[1]
59
Properties=species:S:1:pos:R:3 method="wB97M-V/def2-TZVPD" charge=-2 energy_ev=-56468.9909 orbital_gap_ev=9.52 e_lumo_ev=4.76 relative_energy_ev=0.000
S 5.094 -19.676 -19.311
O 5.256 -20.374 -20.601
O 6.388 -19.220 -18.832
O 4.342 -18.428 -19.429
O 4.507 -20.540 -18.317
O 2.916 -21.938 -16.986
H 3.542 -21.446 -17.581
H 3.364 -22.565 -16.400
O 7.459 -16.880 -18.332
H 6.887 -17.630 -18.600
H 7.375 -16.198 -18.978
O 8.290 -19.806 -20.531
H 9.035 -19.220 -20.448
H 7.727 -19.637 -19.783
O 4.323 -16.493 -17.789
H 5.233 -16.279 -17.533
H 4.382 -17.202 -18.422
O 4.607 -16.991 -21.420
H 4.415 -17.652 -20.705
H 5.543 -16.958 -21.587
O 5.682 -22.830 -20.882
H 5.506 -21.874 -20.726
H 5.379 -23.216 -20.104
O 5.388 -21.278 -15.842
H 4.525 -21.528 -15.432
H 5.143 -21.133 -16.792
O 5.165 -23.662 -18.352
H 5.748 -22.968 -18.193
H 5.781 -24.316 -18.676
O 1.940 -17.584 -19.589
H 2.875 -17.909 -19.449
H 2.093 -16.679 -19.749
O 7.119 -17.635 -21.730
H 7.361 -18.451 -21.277
H 7.308 -17.864 -22.623
O 7.616 -21.788 -18.180
H 8.234 -21.465 -18.902
H 7.571 -21.125 -17.533
O 3.177 -21.209 -21.855
H 4.012 -20.909 -21.483
H 3.410 -21.801 -22.516
O 4.559 -19.134 -23.142
H 3.932 -19.789 -22.768
H 4.723 -18.584 -22.367
O 9.585 -18.408 -18.147
H 9.635 -19.353 -18.274
H 8.701 -18.083 -18.086
O 1.348 -20.722 -18.877
H 1.630 -19.966 -18.401
H 2.005 -21.386 -18.551
O 6.494 -21.152 -22.922
H 6.246 -21.103 -22.003
H 5.769 -20.599 -23.258
O 7.363 -19.561 -16.604
H 6.916 -19.379 -17.445
H 6.759 -19.892 -15.891
O 2.755 -19.047 -16.569
H 3.098 -19.944 -16.441
H 3.447 -18.591 -16.965

---

[2]
20
Properties=species:S:1:pos:R:3 method="wB97M-V/def2-TZVPD" charge=+1 energy_ev=-7906.3188 orbital_gap_ev=11.49 e_lumo_ev=-3.14 relative_energy_ev=0.635
C -2.685 0.070 -0.423
C -1.935 -0.718 0.624
N -0.549 -0.198 0.928
C 0.629 -0.749 0.170
C 0.347 -0.765 -1.331
H -3.681 -0.361 -0.499
H -2.781 1.138 -0.217
H -2.245 0.004 -1.416
H -1.870 -1.761 0.335
H -2.467 -0.706 1.577
H -0.564 0.817 0.851
H -0.403 -0.348 1.929
H 1.479 -0.097 0.358
H 0.804 -1.740 0.567
H -0.279 -1.628 -1.569
H 1.252 -0.926 -1.922
H -0.092 0.163 -1.627
H 3.471 2.747 -0.394
H 4.415 1.657 0.114
O 3.493 1.931 0.113

---

[3]
41
Properties=species:S:1:pos:R:3 method="wB97M-V/def2-TZVPD" charge=-1 energy_ev=-26979.7048 orbital_gap_ev=7.49 e_lumo_ev=3.13 relative_energy_ev=0.174
I 0.099 0.077 -1.451
C 0.459 -2.458 -4.903
O -0.660 -1.705 -4.501
H 0.187 -2.994 -5.815
H 1.330 -1.828 -5.113
H 0.741 -3.210 -4.154
H -0.425 -1.257 -3.669
C -4.349 0.355 0.707
C -4.179 1.658 -0.105
C -3.444 2.653 0.766
O -3.239 3.865 0.080
C -2.718 4.857 0.919
N -3.458 1.482 -1.376
H -4.364 -0.499 0.027
H -5.311 0.306 1.228
H -3.536 0.219 1.422
H -5.180 2.045 -0.319
H -2.486 2.209 1.073
H -4.062 2.839 1.663
H -2.510 5.731 0.306
H -1.795 4.531 1.419
H -3.427 5.138 1.716
H -2.580 1.005 -1.148
H -3.975 0.803 -1.929
C 4.556 -0.437 2.479
C 3.737 -0.393 1.207
C 3.034 -1.740 0.961
O 3.987 -2.772 0.845
C 3.396 -4.047 0.851
N 2.773 0.709 1.263
H 4.984 0.541 2.706
H 5.335 -1.194 2.420
H 3.886 -0.691 3.309
H 4.358 -0.250 0.318
H 2.448 -1.636 0.036
H 2.316 -1.939 1.773
H 2.771 -4.181 1.743
H 4.202 -4.780 0.899
H 2.796 -4.205 -0.050
H 2.088 0.498 1.987
H 2.214 0.695 0.409

---

Let's list HOMO level in order: -4.765, -14.627, -4.359 eV.